{
  "formula": "C4H6Cl2OS",
  "method": "wB97M-V/def2-TZVPD",
  "elements": ["C", "C", "C", "C", "O", "S", "Cl", "Cl", "H", "H", "H", "H", "H", "H"],
  "positions_angstrom": [[0.15943, 0.22469, 0.02227], [-1.27257, 0.37054, 0.10199], [0.99164, 1.16900, -0.81793], [0.81612, -0.76326, 0.92345], [-1.71483, -2.48347, -0.69679], [-1.47020, -1.18578, -1.31078], [-2.18899, -0.35067, 1.54983], [-1.98558, 1.86223, -0.40715], [0.93953, 2.20232, -0.42821], [0.67924, 1.06624, -1.86380], [2.02963, 0.85101, -0.73321], [1.03474, -1.79898, 0.65379], [0.19131, -0.81817, 1.84468], [1.79054, -0.34569, 1.16186]],
  "homo_ha": [-0.2898, -0.3020],
  "total_energy_ev": -42170.06769,
  "de_lowest_kcal_mol": 50.9,
  "gap_ev": [7.082, 7.489],
  "fmax_ev_per_a": 2.53
}

---

{
  "formula": "C59H69CsF3N10S2Sb2",
  "method": "wB97M-V/def2-TZVPD",
  "elements": ["Cs", "C", "C", "C", "Sb", "C", "C", "C", "C", "C", "C", "C", "C", "C", "C", "C", "C", "Sb", "C", "C", "C", "C", "C", "C", "C", "C", "C", "C", "C", "C", "H", "H", "H", "H", "H", "H", "H", "H", "H", "H", "H", "H", "H", "H", "H", "H", "H", "H", "H", "H", "H", "H", "H", "H", "H", "H", "N", "C", "C", "C", "C", "C", "C", "N", "C", "C", "C", "S", "C", "N", "H", "H", "H", "H", "H", "H", "H", "C", "N", "C", "C", "N", "C", "C", "N", "C", "C", "N", "C", "N", "C", "C", "C", "N", "C", "H", "H", "H", "H", "H", "H", "H", "H", "H", "H", "H", "H", "H", "H", "H", "H", "H", "H", "H", "H", "H", "H", "H", "H", "F", "C", "F", "F", "C", "C", "C", "C", "N", "C", "S", "H", "H", "H", "C", "C", "C", "C", "H", "H", "H", "H", "H", "H", "H", "H", "H"],
  "positions_angstrom": [[1.67137, -1.15654, 0.04407], [-2.23024, -2.62408, 2.84446], [-2.83739, -1.96872, 1.60576], [-2.86030, -0.43915, 1.71854], [-2.34967, 0.50224, -0.16172], [-4.42610, -0.47058, -0.97148], [-4.22274, -1.52284, -1.86968], [-5.26233, -2.20587, -2.49493], [-6.57808, -1.84389, -2.23633], [-6.82459, -0.79799, -1.35415], [-5.76545, -0.13112, -0.74428], [-3.50688, 2.32813, -0.15297], [-3.36689, 3.21042, -1.22241], [-4.08796, 4.39504, -1.29851], [-4.98186, 4.72545, -0.28946], [-5.14478, 3.85714, 0.78093], [-4.41774, 2.67416, 0.84288], [-0.13430, -2.03587, 2.94732], [0.43574, -3.66925, 4.21177], [0.31631, -4.96750, 3.72138], [0.71275, -6.06023, 4.48065], [1.24397, -5.86578, 5.74800], [1.37671, -4.57668, 6.24431], [0.97782, -3.48761, 5.48018], [-0.23185, -0.56802, 4.51496], [-1.33024, -0.41713, 5.35780], [-1.35755, 0.58212, 6.32214], [-0.27789, 1.44314, 6.46437], [0.82604, 1.30018, 5.63712], [0.84378, 0.30614, 4.66697], [-2.22909, -3.71628, 2.76720], [-2.78175, -2.37172, 3.75269], [-3.83821, -2.35081, 1.38852], [-2.22611, -2.26421, 0.74131], [-2.11195, -0.09500, 2.43805], [-3.83144, -0.08935, 2.07565], [-3.20077, -1.82584, -2.09778], [-5.05014, -3.01515, -3.18894], [-7.39849, -2.36551, -2.71650], [-7.84756, -0.49953, -1.14457], [-6.00579, 0.69091, -0.07236], [-2.67677, 2.96031, -2.01917], [-3.95576, 5.06076, -2.14581], [-5.54900, 5.64727, -0.33866], [-5.84353, 4.10085, 1.57326], [-4.57191, 2.01287, 1.68836], [-0.08048, -5.13736, 2.72489], [0.61442, -7.06182, 4.07878], [1.56015, -6.71442, 6.34245], [1.80157, -4.41539, 7.22795], [1.10213, -2.48636, 5.87559], [-2.18505, -1.07492, 5.26008], [-2.22594, 0.69057, 6.96110], [-0.30000, 2.22407, 7.21477], [1.67169, 1.97041, 5.73619], [1.70740, 0.21058, 4.01894], [0.79262, -3.26935, -4.69087], [-0.37443, -3.83223, -4.21043], [-1.42178, -4.50577, -4.82819], [-2.44925, -4.93273, -4.00767], [-2.43425, -4.69825, -2.62416], [-1.39179, -4.02432, -2.02092], [-0.34847, -3.58495, -2.83297], [0.79880, -2.88313, -2.49500], [1.44189, -2.72057, -3.61573], [2.71942, -2.01942, -3.74647], [3.41600, -1.80779, -4.89874], [4.84187, -0.93056, -4.56014], [4.41168, -0.90713, -2.89934], [3.30015, -1.50243, -2.61624], [1.09350, -3.24149, -5.64728], [-1.44091, -4.68313, -5.89588], [-3.29322, -5.45183, -4.44335], [-3.27265, -5.02506, -2.02354], [-1.39253, -3.81588, -0.95897], [3.17053, -2.10842, -5.90372], [5.01142, -0.38918, -2.16334], [3.95456, 1.49388, 1.48528], [4.21560, 2.74553, 0.81665], [4.14307, 3.97704, 1.56805], [4.26064, 5.00606, 0.45845], [3.66537, 4.31961, -0.67942], [3.88701, 4.97195, -1.94931], [3.74705, 2.93394, -0.47606], [3.44184, 1.93804, -1.21720], [2.93215, 2.08431, -2.56717], [1.54680, 2.74435, -2.67859], [0.52172, 1.73887, -2.85068], [-0.53335, 2.02298, -3.50431], [-0.91787, 3.23767, -4.09626], [-0.89237, 4.47543, -3.33480], [-2.15236, 3.03116, -4.85012], [-2.24993, 1.51467, -4.96662], [-1.48860, 1.07560, -3.82078], [-1.18677, -0.32421, -3.68606], [4.71407, 1.27613, 2.23447], [3.97632, 0.72002, 0.72937], [2.96826, 1.49255, 1.96660], [4.95505, 4.04489, 2.29353], [3.18810, 4.06872, 2.10044], [5.31333, 5.25139, 0.25721], [3.72336, 5.93075, 0.67392], [3.69687, 6.03794, -1.81526], [3.20825, 4.61603, -2.71519], [4.91996, 4.85403, -2.30491], [2.81610, 1.08276, -2.98270], [3.64772, 2.59704, -3.22038], [1.55619, 3.44319, -3.52917], [1.38013, 3.33485, -1.76811], [-0.07645, 4.48335, -2.62046], [-1.82289, 4.60578, -2.77432], [-0.76901, 5.32386, -4.01183], [-2.11050, 3.52885, -5.82082], [-3.00912, 3.43286, -4.29844], [-1.79762, 1.15435, -5.90400], [-3.27851, 1.15453, -4.91860], [-2.11527, -0.89463, -3.72833], [-0.72048, -0.49606, -2.72062], [-0.50457, -0.66764, -4.48071], [7.18172, -3.54147, 1.72692], [6.07841, -2.88628, 2.18388], [6.28110, -1.59063, 1.87290], [6.12234, -2.99264, 3.51822], [4.82325, -3.44518, 1.57368], [4.94034, -4.42096, 0.60633], [3.80347, -4.93765, -0.00571], [2.58795, -4.43176, 0.41019], [2.44882, -3.49115, 1.33712], [3.53579, -2.95211, 1.94428], [3.29758, -1.66209, 3.05040], [5.92134, -4.77664, 0.32270], [3.86252, -5.69757, -0.77184], [1.66399, -4.79348, -0.03624], [-1.65853, 2.86690, 2.91622], [-0.84189, 3.03353, 1.63643], [0.48186, 3.72935, 1.96520], [-0.62813, 1.70196, 0.92473], [-1.89536, 3.83328, 3.37182], [-1.09928, 2.27696, 3.64987], [-2.59603, 2.34720, 2.72208], [-1.40467, 3.69879, 0.96736], [1.06481, 3.10650, 2.65311], [0.32886, 4.70443, 2.44360], [1.08229, 3.87882, 1.06181], [-0.18839, 0.98355, 1.64293], [0.11613, 1.82935, 0.12263]],
  "homo_ha": -0.1179,
  "total_energy_ev": -120650.95732,
  "de_lowest_kcal_mol": 6.2,
  "charge": -1,
  "gap_ev": 4.616,
  "fmax_ev_per_a": 1.53
}

---

{
  "formula": "C77H65FGe2NO3V",
  "method": "wB97M-V/def2-TZVPD",
  "elements": ["V", "O", "C", "C", "C", "C", "C", "C", "C", "C", "C", "O", "C", "C", "C", "C", "C", "C", "C", "C", "C", "C", "C", "C", "N", "C", "C", "C", "C", "C", "C", "C", "C", "C", "C", "C", "C", "H", "H", "H", "H", "H", "H", "H", "H", "H", "H", "H", "H", "H", "H", "H", "H", "H", "H", "H", "H", "H", "H", "H", "H", "H", "H", "H", "Ge", "C", "C", "C", "C", "C", "C", "C", "C", "C", "C", "C", "C", "H", "H", "H", "H", "H", "H", "H", "H", "H", "H", "H", "C", "C", "C", "C", "C", "C", "Ge", "C", "C", "C", "C", "C", "C", "C", "C", "C", "C", "C", "C", "H", "H", "H", "H", "H", "H", "H", "H", "H", "H", "H", "H", "H", "H", "H", "C", "C", "O", "C", "C", "C", "C", "C", "C", "H", "H", "H", "H", "H", "H", "H", "H", "F", "C", "C", "C", "C", "C", "C", "H", "H", "H", "H"],
  "positions_angstrom": [[-0.79719, -0.43347, 0.70947], [-2.06819, -0.39551, -0.53490], [-3.14297, -1.22341, -0.91602], [-2.44923, -2.40096, -1.59860], [-1.55171, -3.15823, -0.64534], [-1.08344, -4.42005, -0.99816], [-0.42372, -5.18127, -0.05332], [-0.33176, -4.70742, 1.24799], [-0.81293, -3.44430, 1.53159], [-0.97106, -2.93686, 2.93361], [0.01001, -1.82161, 3.33492], [0.04709, -0.94033, 2.21024], [1.38745, -2.40996, 3.63750], [2.56820, -1.89845, 3.12967], [3.79615, -2.45393, 3.46305], [3.86207, -3.52226, 4.33715], [2.68829, -4.02604, 4.88463], [1.46855, -3.47537, 4.53838], [-0.50027, -1.01492, 4.53317], [0.37775, -0.52608, 5.49576], [-0.07628, 0.27776, 6.53147], [-1.41832, 0.60492, 6.62691], [-2.30498, 0.12552, 5.67437], [-1.84794, -0.67047, 4.63712], [-1.31203, -2.64461, 0.56984], [-4.10625, -0.42882, -1.78404], [-5.02923, -1.06730, -2.60263], [-5.98651, -0.33247, -3.28522], [-6.03846, 1.04593, -3.14602], [-5.11462, 1.68618, -2.33548], [-4.15179, 0.95389, -1.65982], [-3.94337, -1.64286, 0.32739], [-4.57504, -2.87713, 0.41591], [-5.33161, -3.20581, 1.53254], [-5.48396, -2.29864, 2.56947], [-4.87412, -1.05559, 2.47690], [-4.11301, -0.73442, 1.36417], [-1.86218, -2.00910, -2.43345], [-3.15785, -3.11027, -2.02981], [-1.27039, -4.79753, -1.99412], [-0.04623, -6.16218, -0.30679], [0.08409, -5.31337, 2.04093], [-0.90329, -3.77117, 3.62957], [-1.99149, -2.55434, 2.97741], [2.54590, -1.06178, 2.45467], [4.69929, -2.04954, 3.02460], [4.81609, -3.95866, 4.59702], [2.72435, -4.84651, 5.58808], [0.57280, -3.86687, 5.00366], [1.43035, -0.76834, 5.44127], [0.62469, 0.64133, 7.27013], [-1.77273, 1.22482, 7.43891], [-3.35717, 0.36840, 5.74126], [-2.56446, -1.01411, 3.90136], [-5.01688, -2.14365, -2.71369], [-6.69631, -0.84085, -3.92389], [-6.79558, 1.61649, -3.66617], [-5.14494, 2.76258, -2.22483], [-3.42419, 1.45806, -1.03593], [-4.47565, -3.60598, -0.37731], [-5.80717, -4.17553, 1.58891], [-6.08316, -2.55078, 3.43288], [-5.00586, -0.32689, 3.26729], [-3.66184, 0.24742, 1.29119], [3.37189, 0.73448, -0.21165], [5.19081, 1.26225, 0.28085], [5.99257, 1.99483, -0.58680], [7.23232, 2.47045, -0.18076], [7.68511, 2.21650, 1.10355], [6.89381, 1.49011, 1.98222], [5.65541, 1.02649, 1.57322], [3.40928, -1.19693, -0.52100], [4.49983, -1.55216, -1.32060], [4.80868, -2.87795, -1.56630], [4.03440, -3.88512, -1.01046], [2.92651, -3.55194, -0.24865], [2.61272, -2.21861, -0.01900], [3.14484, 1.38514, -1.58958], [5.65414, 2.20242, -1.59579], [7.84202, 3.04322, -0.86664], [8.64928, 2.58774, 1.42271], [7.24096, 1.29460, 2.98820], [5.04068, 0.48313, 2.28451], [5.13808, -0.78567, -1.74624], [5.66478, -3.12436, -2.18021], [4.28807, -4.92335, -1.18096], [2.30940, -4.32751, 0.18593], [1.72687, -1.99175, 0.56120], [-3.61118, -0.89047, -6.01889], [-3.67712, 0.38142, -5.47233], [-2.70695, 0.80477, -4.57759], [-1.64286, -0.02149, -4.21515], [-1.59134, -1.29416, -4.78128], [-2.56549, -1.72721, -5.66951], [-0.20743, 0.55317, -2.98340], [1.20345, -0.71315, -3.49143], [1.96028, -0.51735, -4.64526], [2.74080, -1.54047, -5.16369], [2.75011, -2.78840, -4.55791], [1.99201, -3.00365, -3.41781], [1.24109, -1.96762, -2.88531], [0.28512, 2.39403, -3.42133], [1.61430, 2.73738, -3.67003], [1.96051, 4.02011, -4.06755], [0.98201, 4.98880, -4.22533], [-0.34074, 4.67560, -3.94915], [-0.67883, 3.39867, -3.53256], [-4.36619, -1.22281, -6.71873], [-4.48789, 1.04580, -5.73852], [-2.79971, 1.79861, -4.16547], [-0.77058, -1.96266, -4.55232], [-2.49506, -2.71752, -6.10072], [1.91923, 0.42527, -5.17715], [3.32486, -1.36829, -6.05827], [3.34425, -3.59001, -4.97602], [1.98653, -3.97579, -2.94338], [0.65988, -2.15188, -1.98522], [2.39488, 1.99600, -3.56449], [2.99683, 4.25875, -4.26834], [1.24963, 5.98356, -4.55576], [-1.11023, 5.43013, -4.04785], [-1.71238, 3.19649, -3.28203], [-1.86844, 1.97067, 2.71147], [-1.33926, 2.42292, 1.39194], [-0.82353, 1.61218, 0.59926], [-1.42265, 3.84312, 1.03388], [-0.80750, 4.29795, -0.13233], [-0.80591, 5.64939, -0.42226], [-1.41966, 6.54722, 0.43989], [-2.05434, 6.10158, 1.59105], [-2.05362, 4.75158, 1.89069], [-1.58007, 0.94081, 2.90400], [-2.95779, 2.05120, 2.71563], [-1.48744, 2.59261, 3.51995], [-0.31776, 3.59382, -0.78751], [-0.31663, 6.00292, -1.31647], [-1.40141, 7.60536, 0.21465], [-2.53553, 6.80391, 2.25627], [-2.54677, 4.41119, 2.78928], [0.95823, 4.82758, 3.54866], [1.44265, 3.86107, 2.74287], [1.94910, 4.21103, 1.50750], [2.39091, 3.20259, 0.66892], [2.34967, 1.85463, 1.04633], [1.88347, 1.56200, 2.32399], [1.41260, 2.55239, 3.17634], [1.97884, 5.25093, 1.21447], [2.78344, 3.48157, -0.30316], [1.86999, 0.55465, 2.69579], [1.03944, 2.31416, 4.16409]],
  "homo_ha": [-0.3298, -0.3260],
  "total_energy_ev": -229968.41912,
  "de_lowest_kcal_mol": 0.0,
  "spin_multiplicity": 2,
  "s2": 0.77,
  "charge": 1,
  "gap_ev": [4.839, 4.866],
  "fmax_ev_per_a": 1.33
}

---

{
  "formula": "C3H10N2Si",
  "method": "wB97M-V/def2-TZVPD",
  "elements": ["H", "N", "C", "C", "Si", "N", "C", "H", "H", "H", "H", "H", "H", "H", "H", "H"],
  "positions_angstrom": [[3.01654, 0.71228, 1.71794], [3.14311, 0.62574, 0.70848], [2.38538, -0.21243, 0.15588], [1.36160, -1.08998, 0.77606], [-0.47162, -0.73195, 0.32483], [-0.63507, 0.55866, -0.79222], [-1.91293, 1.15890, -1.08215], [2.50842, -0.32831, -0.91872], [1.57499, -2.11410, 0.47087], [1.46014, -1.04589, 1.86173], [-1.06310, -1.91273, -0.31683], [-1.17204, -0.48582, 1.60006], [0.13034, 1.20637, -0.92006], [-1.90083, 1.61823, -2.07095], [-2.67128, 0.38047, -1.06624], [-2.20066, 1.92258, -0.35083]],
  "homo_ha": -0.3391,
  "total_energy_ev": -14130.78082,
  "de_lowest_kcal_mol": 20.7,
  "smiles": "[H]/N=C\\C[SiH2]NC",
  "gap_ev": 10.204,
  "fmax_ev_per_a": 0.90
}

---

{
  "formula": "C4H6O2",
  "method": "wB97M-V/def2-TZVPD",
  "elements": ["C", "C", "O", "C", "C", "O", "H", "H", "H", "H", "H", "H"],
  "positions_angstrom": [[-1.35676, 0.81057, -0.20637], [-0.27650, -1.06315, 0.93984], [-0.68211, -0.41223, -0.60015], [0.68976, -0.78123, -0.14462], [1.68092, 0.33192, 0.05423], [2.86710, 0.17356, -0.11211], [-1.74016, 0.71757, 0.81122], [-0.69869, 1.67038, -0.26232], [-2.18442, 0.92144, -0.90011], [-0.65002, -2.07834, 0.77316], [1.08474, -1.57216, -0.78881], [1.26614, 1.28167, 0.43603]],
  "homo_ha": -0.3187,
  "total_energy_ev": -8334.74068,
  "de_lowest_kcal_mol": 131.9,
  "gap_ev": 9.210,
  "fmax_ev_per_a": 0.68
}